Density functional theory data (wB97M-V/def2-TZVPD) for 9 unconnected molecules or ions with the total composition C15H16Cl25N2O3P in a non-equilibrium geometry.

The geometry in XYZ format:
```
62
C15H16Cl25N2O3P wB97M-V/def2-TZVPD
N -3.345 0.300 2.427
C -2.975 -0.078 1.409
C -2.493 -0.550 0.118
C -2.089 0.549 -0.940
C -3.302 0.946 -1.641
N -4.205 1.297 -2.258
C -1.030 -0.107 -1.861
C -0.868 0.465 -3.269
O 0.401 1.121 -3.465
C 0.443 2.429 -3.059
O -0.181 3.299 -3.577
P -1.276 2.069 -0.173
O -0.566 1.269 1.049
Cl -2.863 3.090 0.653
H -3.320 -1.108 -0.331
H -1.677 -1.257 0.248
H -1.221 -1.179 -1.885
H -0.066 0.005 -1.353
H -1.666 1.141 -3.577
H -0.875 -0.375 -3.969
H 1.144 2.617 -2.237
H -0.414 1.872 1.794
C 2.193 -0.682 -5.310
Cl 2.838 -0.674 -6.951
Cl 0.842 -1.810 -5.169
Cl 3.454 -1.086 -4.139
H 1.825 0.304 -5.079
C 1.307 1.960 4.846
Cl 2.924 2.552 4.474
Cl 0.088 2.848 3.922
Cl 1.180 0.232 4.534
H 1.115 2.137 5.895
C 1.512 -4.218 -2.482
Cl -0.014 -4.754 -3.188
Cl 1.248 -2.877 -1.363
Cl 2.322 -5.554 -1.667
H 2.153 -3.865 -3.280
C 5.106 1.545 -8.914
Cl 4.444 0.085 -9.649
Cl 6.447 2.176 -9.869
Cl 3.852 2.766 -8.705
H 5.484 1.282 -7.935
C -2.049 4.343 7.371
Cl -0.977 5.679 6.953
Cl -1.322 2.800 6.903
Cl -2.430 4.355 9.088
H -2.969 4.459 6.813
C 0.803 4.348 12.193
Cl 0.057 3.458 13.521
Cl 0.424 3.596 10.644
Cl 0.296 6.037 12.205
H 1.875 4.318 12.330
C -0.023 -3.080 2.934
Cl -0.673 -4.558 2.218
Cl 1.386 -2.530 2.020
Cl -1.253 -1.815 2.963
H 0.282 -3.304 3.947
C -2.509 -7.773 -5.254
Cl -2.156 -8.925 -3.968
Cl -2.676 -6.141 -4.602
Cl -1.266 -7.822 -6.502
H -3.452 -8.049 -5.705
```

For the LUMO energy, the calculation gives 0.16 eV.

Here are the Mulliken charges for atoms 1 to 8, given in e:
1 N -0.481
2 C -0.122
3 C -0.478
4 C 1.760
5 C -0.343
6 N -0.541
7 C -1.450
8 C -0.923



Density functional theory data (wB97M-V/def2-TZVPD) for a molecular structure, C15H16Cl2ErN5O2S in a non-equilibrium geometry.

The geometry in XYZ format:
```
42
C15H16Cl2ErN5O2S wB97M-V/def2-TZVPD
Er -0.596 -1.257 -0.164
O 1.548 -1.101 -0.374
N 2.334 -0.216 0.297
C 3.509 0.104 -0.262
C 4.381 1.040 0.317
C 4.061 1.510 1.624
C 2.865 1.112 2.210
C 1.977 0.216 1.545
S 0.542 -0.456 2.134
H 3.765 -0.381 -1.204
H 5.352 1.299 -0.126
H 4.749 2.182 2.112
H 2.691 1.476 3.219
N -3.075 4.927 0.138
C -2.993 3.628 -0.334
O -3.998 3.079 -0.832
C -1.704 2.882 -0.264
C -0.506 3.356 0.251
C 0.668 2.691 -0.108
C 0.582 1.572 -0.975
N -0.623 0.931 -1.121
C -1.749 1.625 -0.892
H -4.004 5.306 0.269
H -2.240 5.323 0.573
H -0.422 4.249 0.922
H 1.648 2.987 0.222
H 1.426 1.066 -1.476
H -2.674 1.251 -1.259
Cl -2.805 -0.820 1.318
C -3.861 -1.312 -0.201
Cl -2.719 -1.615 -1.738
H -4.354 -0.417 -0.445
H -4.385 -2.234 0.044
N 0.857 -5.389 -0.949
C -0.498 -5.725 -0.697
C -1.134 -4.568 -0.377
N -0.185 -3.515 -0.311
C 0.971 -4.087 -0.652
H 1.653 -6.027 -1.035
H -0.875 -6.733 -0.783
H -2.127 -4.369 -0.017
H 1.948 -3.589 -0.599
```

Its charge is +2. The expectation value of S² is 3.752. For the LUMO energy (alpha / beta), the calculation gives -6.91 / -6.91 eV. The multiplicity is 4. The value obtained for the energy above the lowest of the compared OMol25 structures with the same formula, charge and spin is 1.531 eV.

Here are the Mulliken charges for atoms 1 to 8, given in e:
1 Er 0.956
2 O -0.474
3 N 0.412
4 C 0.007
5 C -0.834
6 C -0.167
7 C -0.882
8 C 0.575



Density functional theory data (wB97M-V/def2-TZVPD) for a molecular structure, C15H16Cl5MnN2OS4 in a non-equilibrium geometry.

The geometry in XYZ format:
```
44
C15H16Cl5MnN2OS4 wB97M-V/def2-TZVPD
Mn 0.047 -0.185 0.020
O 0.300 6.010 3.138
C 0.312 4.902 2.682
S -0.914 3.670 3.033
C -0.210 2.381 2.075
C 0.939 2.675 1.397
S 1.758 1.601 0.348
S 1.562 4.303 1.573
S -1.023 0.876 2.018
C 1.783 -1.084 2.356
N 1.012 -1.565 1.195
C 0.282 -2.762 1.636
C 1.931 -1.885 0.088
C 1.245 -2.063 -1.273
N 0.861 -0.804 -1.930
C 2.032 -0.077 -2.435
C -0.002 -1.112 -3.077
H 2.486 -1.857 2.688
H 1.095 -0.849 3.166
H 2.334 -0.184 2.095
H 0.978 -3.498 2.049
H -0.261 -3.228 0.815
H -0.430 -2.477 2.409
H 2.473 -2.817 0.306
H 2.683 -1.097 0.023
H 0.353 -2.687 -1.179
H 1.942 -2.628 -1.913
H 2.515 -0.644 -3.241
H 2.759 0.111 -1.650
H 1.708 0.890 -2.816
H 0.540 -1.723 -3.807
H -0.314 -0.185 -3.556
H -0.892 -1.653 -2.760
Cl -2.040 -1.474 -0.181
C -2.250 -0.029 -1.132
C -1.227 0.903 -1.040
C -1.418 2.069 -1.779
Cl -0.231 3.320 -1.745
C -2.548 2.257 -2.580
Cl -2.753 3.716 -3.460
C -3.520 1.261 -2.676
Cl -4.875 1.458 -3.712
C -3.377 0.096 -1.929
Cl -4.553 -1.156 -2.020
```

The expectation value of S² is 6.444. For the LUMO energy (alpha / beta), the calculation gives -1.41 / -0.06 eV. The multiplicity is 5.

Here are the Mulliken charges for atoms 1 to 8, given in e:
1 Mn 0.048
2 O -0.570
3 C 0.620
4 S -0.156
5 C 0.173
6 C 0.143
7 S -0.538
8 S -0.132



Density functional theory data (wB97M-V/def2-TZVPD) for C15H16ClNO4S in the gas phase.

The geometry in XYZ format:
```
38
C15H16ClNO4S wB97M-V/def2-TZVPD
O -0.449 1.809 2.202
C 0.185 1.150 1.407
N -0.424 0.347 0.485
C -1.842 0.240 0.527
C -2.446 -1.012 0.570
C -3.827 -1.101 0.595
C -4.619 0.035 0.590
C -4.007 1.276 0.552
C -2.629 1.386 0.511
H -2.161 2.356 0.482
H -4.613 2.168 0.548
H -5.693 -0.053 0.616
Cl -4.562 -2.664 0.634
H -1.851 -1.911 0.588
C 0.284 -0.495 -0.465
C 0.466 -1.921 0.009
C 0.529 -2.852 -0.919
H 0.699 -3.903 -0.810
S 0.356 -2.078 -2.528
O 1.664 -1.792 -3.049
O -0.571 -2.759 -3.383
C -0.357 -0.538 -1.843
H -0.090 0.300 -2.478
H -1.434 -0.667 -1.807
H 0.602 -2.076 1.069
H 1.293 -0.094 -0.577
C 1.711 1.257 1.406
C 2.257 2.121 0.239
H 1.509 2.253 -0.543
C 3.478 1.330 -0.259
H 4.361 1.956 -0.361
C 3.663 0.263 0.827
H 4.063 -0.679 0.453
H 4.310 0.641 1.631
O 2.369 0.006 1.333
H 3.279 0.858 -1.222
H 2.534 3.107 0.605
H 1.962 1.741 2.363
```

For the LUMO energy, the calculation gives 0.55 eV. The value obtained for the energy above the lowest of the compared OMol25 structures with the same formula, charge and spin is 0.641 eV.

Here are the Mulliken charges for atoms 1 to 8, given in e:
1 O -0.641
2 C 0.437
3 N 0.564
4 C 0.012
5 C -0.094
6 C 0.028
7 C -0.492
8 C -0.753